[1]
The following is a quantum chemistry calculation of C4H7N2P in the gas phase at a distorted geometry, from OMol25.

Values from the calculation:
energy relative to the best compared isomer or geometry (same formula, charge and spin) = 4.0245 eV
lowest unoccupied orbital energy = 0.239 eV
structure (SMILES) = C1=C[PH2]=NN=CC1
multiplicity = 1
M = 114.09 g/mol

Structure (XYZ):
```
14
C4H7N2P, DFT wB97M-V/def2-TZVPD
P -0.729 0.650 -1.362
N -1.153 -1.851 -1.007
N -1.166 -0.803 -1.850
C 0.706 -0.929 0.486
C -0.488 1.223 0.318
C -0.334 -1.968 -0.059
C 0.142 0.318 1.078
H 0.583 0.680 1.976
H -0.483 2.248 0.571
H -0.540 -2.816 0.482
H 1.325 -0.482 -0.332
H 0.240 0.920 -2.298
H -1.886 1.527 -1.514
H 1.254 -1.589 1.131
```



[2]
The following is a quantum chemistry calculation of C4H7N2P in the gas phase at a distorted geometry, from OMol25.

Values from the calculation:
energy relative to the best compared isomer or geometry (same formula, charge and spin) = 1.0275 eV
lowest unoccupied orbital energy (alpha / beta) = 1.035 / -2.277 eV
multiplicity = 3
M = 114.09 g/mol
expectation value of S² = 2.0127

Structure (XYZ):
```
14
C4H7N2P, DFT wB97M-V/def2-TZVPD
P 1.597 1.138 0.370
N -0.426 0.458 -1.150
N -0.883 -0.092 1.380
C 1.641 1.440 -1.398
C -0.050 0.441 0.110
C 0.481 0.919 -1.983
C -1.610 -1.369 1.333
H 2.639 1.673 -1.918
H -2.142 -1.519 0.378
H -0.016 -0.142 1.905
H 2.022 -0.288 0.349
H -1.137 -2.344 1.550
H -2.339 -1.264 2.067
H 0.223 0.947 -2.994
```



[3]
The following is a quantum chemistry calculation of a gas-phase ion, C4H7N2S (charge +1) at a distorted geometry, from OMol25.

Values from the calculation:
energy relative to the best compared isomer or geometry (same formula, charge and spin) = 0.7978 eV
lowest unoccupied orbital energy = -4.006 eV
structure (SMILES) = SC[n+]1cc[nH]c1
net charge = +1
multiplicity = 1
M = 115.18 g/mol

Structure (XYZ):
```
14
C4H7N2S, DFT wB97M-V/def2-TZVPD
S 2.747 -0.453 -0.301
N 0.160 0.134 0.258
N -1.615 -1.238 -0.064
C -1.951 0.026 -0.432
C -0.864 0.837 -0.237
C 1.487 0.523 0.610
C -0.386 -1.332 0.367
H 0.209 -2.146 0.714
H 1.673 0.320 1.667
H -2.250 -2.029 -0.124
H 1.614 1.587 0.410
H 2.635 0.186 -1.463
H -0.795 1.892 -0.427
H -2.924 0.278 -0.805
```